# 1
{"formula": "C5H20NO7", "method": "ωB97M-V with the def2-TZVPD basis set", "homo_lumo_gap_ev": 9.115, "charge": -1, "total_energy_ha": -783.9908, "homo_ev": -5.964, "mol_weight_da": 206.21, "de_lowest_kcal_mol": 64.80, "species": ["C", "N", "C", "O", "C", "C", "C", "O", "H", "H", "H", "H", "H", "H", "H", "H", "H", "H", "H", "H", "O", "H", "H", "O", "H", "H", "O", "H", "H", "O", "H", "H", "O"], "coordinates": [[-1.253562, 0.813607, 1.237417], [-2.163951, -0.057186, 0.515227], [-2.529946, -1.260190, 1.269011], [-1.496665, -2.112182, 1.619932], [-0.654089, 1.935591, 0.376155], [0.871915, 1.872581, 0.169410], [1.413008, 2.291237, 1.501867], [2.094939, 1.657593, 2.268163], [-1.777050, 1.288776, 2.075187], [-0.430495, 0.253685, 1.715976], [-1.665925, -0.386643, -0.305849], [-3.029853, -0.957047, 2.201965], [-3.277845, -1.812105, 0.671872], [-1.208443, 1.979196, -0.566338], [-0.901691, 2.890917, 0.850655], [1.179446, 2.568956, -0.610866], [1.209672, 0.863310, -0.054582], [1.098044, 3.320633, 1.794287], [0.290935, -1.826479, -1.352657], [-0.616215, -1.173686, -2.558148], [0.235761, -1.545368, -2.344167], [-3.352776, 0.686918, -2.178442], [-2.424559, 1.766320, -2.369812], [-3.323222, 1.551649, -2.623572], [3.547726, -0.599860, -1.681201], [2.351281, -0.684893, -2.566095], [3.121699, -0.115122, -2.413282], [-0.682002, -2.140527, 0.957470], [0.746831, -3.143805, -0.060782], [0.506302, -2.217187, 0.124574], [1.921508, -1.726439, -0.113993], [2.951362, -0.780423, 0.741014], [2.872235, -1.349673, -0.012904]], "atomic_forces_ev_per_a": [[0.738, 0.191, 0.805], [-0.042, -0.233, -0.133], [-0.163, -0.272, -0.039], [0.486, 0.044, 0.161], [-0.579, 0.124, -0.349], [-0.574, -0.512, 0.584], [0.621, 0.467, 0.167], [-0.165, -0.106, -0.325], [-0.278, -0.219, -0.110], [-0.130, -0.029, -0.219], [0.087, -0.059, -0.113], [0.015, 0.179, -0.182], [0.038, 0.266, -0.099], [0.243, -0.138, -0.096], [0.092, 0.073, -0.037], [0.117, 0.036, 0.048], [0.060, -0.064, -0.260], [-0.017, -0.010, 0.022], [-0.449, 0.374, -0.433], [-0.265, 0.014, 0.186], [0.657, -0.212, 0.058], [-0.623, 0.207, -0.138], [0.354, 0.657, -0.170], [0.239, -0.848, 0.373], [-0.396, 0.351, 0.050], [-0.157, 0.313, -0.016], [0.269, -0.390, -0.275], [-0.587, 0.011, 0.326], [-0.396, 0.400, 0.375], [0.186, -0.841, -0.824], [0.522, 0.788, 1.109], [-0.444, 0.237, 0.585], [0.540, -0.796, -1.028]], "mulliken_charge": [-0.412, -0.347, -0.454, -0.601, -0.418, 0.189, -0.103, -0.485, 0.347, 0.426, 0.068, 0.336, 0.257, -0.311, 0.447, 0.397, -0.125, 0.324, 0.549, 0.236, -0.684, 0.334, 0.322, -0.662, 0.345, 0.308, -0.678, 0.424, 0.187, -1.144, 0.419, 0.250, -0.743]}

***

# 2
{"formula": "C7H6", "method": "ωB97M-V with the def2-TZVPD basis set", "homo_lumo_gap_ev": [7.380, 7.971], "charge": 0, "total_energy_ha": -269.9685, "homo_ev": [-8.157, -8.300], "mol_weight_da": 90.12, "de_lowest_kcal_mol": 167.90, "species": ["C", "C", "C", "C", "C", "C", "C", "H", "H", "H", "H", "H", "H"], "coordinates": [[2.018665, 0.415265, -0.462742], [-1.745191, -0.879261, -0.002088], [1.576440, -0.589457, 0.492006], [-1.721805, 0.601028, 0.191957], [0.566590, 0.178654, -0.079446], [-0.700825, -0.122927, -0.847673], [-0.436319, 1.146834, 0.392076], [2.640041, 1.212602, 0.017678], [2.487839, 0.321266, -1.401226], [-1.607423, -1.495690, 0.831517], [-2.601715, -1.256438, -0.513719], [2.095531, -0.939759, 1.394722], [-2.571823, 1.407884, -0.013062]], "atomic_forces_ev_per_a": [[0.815, 1.276, 1.655], [0.122, 1.644, -0.828], [1.277, -0.707, 0.331], [-1.499, 3.006, -0.016], [0.765, 0.321, 0.331], [-0.666, -0.651, -0.416], [-0.935, -1.122, -0.114], [-1.001, -0.087, 0.009], [-0.343, -0.979, -1.508], [1.147, -0.612, 1.370], [-0.380, 0.032, -0.852], [-0.976, 0.044, -0.369], [1.675, -2.164, 0.407]], "mulliken_charge": [-0.645, -0.571, -0.481, 0.262, 1.192, -0.663, -0.688, 0.212, 0.286, 0.277, 0.245, 0.318, 0.254]}

***

# 3
{"formula": "C15H22N2PdS5", "method": "ωB97M-V with the def2-TZVPD basis set", "homo_lumo_gap_ev": [9.466, 4.250], "charge": 4, "total_energy_ha": -2811.4823, "homo_ev": [-20.855, -20.963], "multiplicity": 5, "mol_weight_da": 497.11, "species": ["Pd", "C", "C", "S", "C", "C", "S", "C", "C", "S", "C", "C", "S", "H", "H", "H", "H", "H", "H", "H", "H", "H", "H", "H", "H", "H", "H", "H", "H", "N", "C", "N", "C", "C", "C", "C", "C", "C", "S", "H", "H", "H", "H", "H", "H"], "coordinates": [[-0.274962, -0.056116, 0.002735], [-2.078656, -1.421346, -2.539689], [-1.667548, -2.693445, -1.809622], [-0.300632, -2.479133, -0.628889], [1.224003, -2.717094, -1.582719], [1.577152, -1.555619, -2.498441], [1.702995, -0.036564, -1.511208], [1.313695, 1.281785, -2.695150], [0.963253, 2.555472, -1.937586], [-0.324313, 2.349402, -0.669039], [-1.912043, 2.591086, -1.511927], [-2.343506, 1.407532, -2.364609], [-2.388774, -0.094962, -1.342064], [-3.011541, -1.599195, -3.082075], [-1.329356, -1.075409, -3.249255], [-1.371305, -3.465169, -2.523823], [-2.485619, -3.100641, -1.212337], [1.112249, -3.642908, -2.153583], [1.992483, -2.893503, -0.827143], [0.855507, -1.402083, -3.298784], [2.556349, -1.733313, -2.950859], [0.514308, 0.936934, -3.348458], [2.204501, 1.459609, -3.303656], [0.629636, 3.333241, -2.628494], [1.822384, 2.950313, -1.391580], [-1.828879, 3.497888, -2.116904], [-2.620422, 2.801136, -0.707888], [-1.688740, 1.233161, -3.216533], [-3.356847, 1.573717, -2.740036], [-2.626452, -0.573727, 2.802121], [-1.397636, -0.314634, 3.179305], [-0.356886, -0.090762, 2.359120], [0.774711, 0.152201, 3.113714], [2.049725, 0.423307, 2.639940], [3.056962, 0.633985, 3.555672], [2.824017, 0.584502, 4.976043], [1.582639, 0.320204, 5.475817], [0.555919, 0.101893, 4.551199], [-1.063831, -0.242953, 4.905349], [-2.883420, -0.621058, 1.826596], [-3.368667, -0.728825, 3.475642], [2.256917, 0.463430, 1.578107], [4.059874, 0.846657, 3.206036], [3.651185, 0.760165, 5.652520], [1.399559, 0.280859, 6.542446]], "atomic_forces_ev_per_a": [[0.098, 0.029, 0.290], [-0.076, -0.018, -0.011], [0.010, 0.007, -0.014], [0.031, -0.039, -0.060], [-0.007, -0.018, -0.030], [0.081, -0.001, -0.009], [-0.248, 0.010, 0.024], [0.094, -0.007, -0.018], [-0.020, 0.037, -0.022], [0.030, 0.018, -0.072], [0.005, -0.014, -0.026], [-0.065, 0.019, 0.000], [0.185, -0.006, 0.086], [-0.008, 0.007, -0.011], [0.018, -0.022, -0.018], [-0.005, -0.007, 0.002], [-0.015, 0.008, -0.007], [-0.008, 0.000, -0.001], [0.016, -0.005, -0.011], [-0.015, -0.028, -0.010], [0.013, 0.010, -0.009], [-0.021, 0.026, -0.018], [0.011, -0.013, -0.011], [-0.001, 0.008, 0.007], [0.011, -0.007, -0.004], [0.000, -0.002, -0.008], [-0.014, 0.003, -0.008], [0.015, 0.024, -0.011], [-0.012, -0.007, -0.006], [-0.033, -0.011, -0.227], [0.043, 0.027, 0.182], [0.004, 0.018, 0.071], [-0.395, -0.114, 0.049], [0.182, 0.029, -0.015], [-0.005, 0.018, -0.002], [0.211, 0.042, -0.146], [-0.246, -0.053, 0.041], [0.231, 0.067, -0.033], [-0.133, -0.041, 0.039], [-0.013, 0.006, 0.060], [-0.004, -0.006, -0.003], [0.022, 0.009, -0.017], [0.006, -0.005, 0.042], [0.039, 0.008, -0.042], [-0.013, -0.004, -0.015]], "mulliken_charge": [0.758, -0.530, -0.834, 0.183, -0.841, -0.633, 0.065, -0.621, -0.822, 0.192, -0.832, -0.617, 0.074, 0.513, 0.250, 0.485, 0.485, 0.519, 0.462, 0.399, 0.518, 0.295, 0.527, 0.489, 0.483, 0.512, 0.464, 0.355, 0.523, -0.224, 0.479, -0.060, 0.257, -0.294, -0.651, -0.543, -0.691, 0.803, -0.072, 0.031, 0.299, 0.434, 0.466, 0.468, 0.477]}